No. 1
C29H44INO26 | ωB97M-V/def2-TZVPD

Properties
* gap between HOMO and LUMO: 9.4 eV
* relative energy (zero: lowest compared OMol25 entry of this formula, charge and spin): 80.71 kcal per mole
* E_HOMO: -9.135 eV
* 2S+1: 1
* SMILES: CO[C@H](I)COCCN.O=C1OCCO1.O=C1OCCO1.O=C1OCCO1.O=C1OCCO1.O=C1OCCO1.O=C1OCCO1.O=C1OCCO1.O=C1OCCO1

The geometry in XYZ format:
```
101
Properties=species:S:1:pos:R:3:lowdin_charge:R:1
I -4.656 -2.538 -3.364 0.733
O 6.396 12.537 2.328 0.076
O 3.722 -3.413 -3.300 0.072
O -0.408 2.919 0.888 0.034
O -5.531 -4.803 3.174 0.071
O -4.330 -3.773 1.522 0.124
O 4.467 11.328 2.555 0.113
O 4.441 7.554 3.117 0.072
O 2.297 -4.634 -6.403 0.057
O -2.300 6.219 6.604 0.064
O -2.913 -4.715 -2.323 -0.350
O -1.480 -1.156 -2.224 -0.221
O 3.002 -5.487 -2.797 0.060
O 0.543 4.913 1.331 0.055
O 0.067 -4.436 -5.934 0.125
O -2.552 3.955 6.400 0.134
O 2.393 6.959 2.391 0.048
O -0.474 4.912 6.426 0.057
O 5.118 -5.197 -3.619 0.126
O 0.947 -6.419 -6.659 0.068
O -0.773 4.680 -0.526 0.130
O -6.593 -8.865 -3.200 0.062
O -5.278 -10.411 -2.144 0.127
O 3.708 5.412 3.446 0.117
O 6.065 10.723 1.034 0.060
O -4.434 -6.054 1.657 0.035
O -4.545 -8.270 -2.474 0.051
N -0.612 -1.443 1.174 -0.058
C 2.335 -3.318 -3.037 -0.136
C -4.729 -4.787 2.069 -0.509
C -5.028 -7.206 -3.272 -0.140
C -0.432 -0.767 -1.269 -0.173
C 4.042 -4.740 -3.269 -0.527
C -1.220 -0.475 0.177 -0.211
C -6.499 -7.459 -3.329 -0.136
C -1.838 4.941 6.470 -0.516
C -5.950 -6.141 3.360 -0.137
C -4.888 -6.933 2.669 -0.132
C -3.030 -3.268 -2.020 -0.638
C -0.258 4.212 0.476 -0.511
C 5.547 11.513 2.020 -0.487
C 3.130 -5.755 -6.635 -0.131
C 0.513 2.714 1.943 -0.137
C 2.487 8.365 2.262 -0.121
C 3.530 6.542 3.022 -0.509
C -2.554 -5.496 -1.130 -0.098
C 2.197 -6.760 -7.229 -0.135
C 0.748 4.094 2.467 -0.137
C -5.457 -9.282 -2.569 -0.518
C -1.556 -2.610 -2.423 -0.209
C 7.206 11.390 0.529 -0.132
C 1.019 -5.104 -6.300 -0.516
C -0.037 6.253 6.307 -0.143
C -1.177 7.036 6.874 -0.142
C 2.039 -4.581 -2.294 -0.140
C 3.958 8.618 2.319 -0.144
C 7.616 12.274 1.661 -0.135
H 4.430 8.563 1.332 0.138
H 1.026 -4.947 -2.483 0.130
H -7.036 -6.991 -2.497 0.136
H 0.892 6.408 6.863 0.139
H 1.759 4.223 2.861 0.116
H 3.549 -6.087 -5.679 0.125
H -0.757 -3.239 -1.845 0.107
H 2.125 -6.671 -8.318 0.136
H 1.422 2.261 1.535 0.139
H 0.426 -1.556 -1.125 0.102
H -1.092 7.174 7.957 0.136
H -4.556 -7.261 -4.259 0.144
H -2.427 -6.621 -1.476 0.116
H 0.092 2.048 2.701 0.140
H 1.950 8.833 3.094 0.137
H -1.286 8.015 6.399 0.137
H -6.943 -7.125 -4.271 0.139
H 2.043 8.699 1.320 0.144
H -0.486 -2.384 0.691 0.060
H -2.388 -0.652 0.021 0.131
H -6.022 -6.381 4.424 0.139
H -6.935 -6.271 2.899 0.138
H 3.949 -5.496 -7.312 0.143
H -4.789 -6.240 -2.817 0.111
H 7.985 10.673 0.257 0.141
H -1.353 -2.802 -3.582 0.147
H 4.198 9.583 2.774 0.091
H 1.798 -3.258 -3.990 0.127
H 0.111 0.226 -1.647 0.140
H -4.049 -7.174 3.330 0.139
H 2.183 -4.474 -1.214 0.137
H -5.275 -7.859 2.234 0.141
H 8.298 11.774 2.357 0.139
H 2.473 -7.786 -6.973 0.140
H 2.112 -2.426 -2.446 0.123
H -1.028 0.660 0.426 0.100
H -3.327 -3.058 -0.891 0.109
H 0.026 4.376 3.240 0.133
H -3.381 -5.469 -0.293 0.088
H 8.078 13.204 1.317 0.140
H 6.918 11.957 -0.362 0.139
H -1.331 -1.537 1.934 0.070
H 0.138 6.475 5.250 0.130
H -1.523 -5.153 -0.668 0.100
```

***

No. 2
C29H44O3P | ωB97M-V/def2-TZVPD

Properties
* gap between HOMO and LUMO: 4.8 eV
* E_HOMO: -10.129 eV
* net charge: +1
* 2S+1: 1

The geometry in XYZ format:
```
77
Properties=species:S:1:pos:R:3:lowdin_charge:R:1
P 0.563 0.919 0.976 0.868
O -0.432 2.202 0.846 -0.281
O 2.139 0.814 0.725 -0.281
O -0.169 -0.487 0.698 -0.249
C 2.341 -0.109 -2.458 0.000
C -3.965 2.115 2.517 -0.253
C -3.783 -1.359 -4.053 -0.031
C 3.568 -0.127 -3.134 -0.023
C 1.990 1.025 -1.685 -0.206
C 4.544 0.835 -2.866 -0.270
C -2.037 -4.978 2.140 -0.105
C 2.958 2.039 -1.498 -0.047
C 4.316 0.133 1.712 -0.203
C 5.518 0.400 2.623 -0.261
C -1.566 2.686 1.827 -0.090
C -4.153 0.595 -2.100 -0.033
C -5.076 -0.902 -3.776 -0.270
C -1.242 -3.741 2.572 -0.262
C -3.915 2.652 3.930 -0.104
C -0.438 0.309 -1.558 -0.087
C -5.235 0.060 -2.773 -0.047
C -1.725 0.812 -1.696 -0.033
C -6.308 -1.384 -4.494 -0.051
C -0.980 -2.711 1.452 -0.192
C 3.330 1.264 1.577 -0.123
C 4.218 1.918 -2.037 -0.039
C 6.430 -0.814 2.782 -0.103
C -2.673 -0.860 -3.363 -0.015
C 0.650 1.153 -1.048 -0.218
C -2.828 0.175 -2.400 -0.221
C 5.884 0.790 -3.528 -0.045
C -0.187 -1.464 1.850 -0.167
C -2.631 1.630 1.959 -0.213
H -3.631 -2.100 -4.840 0.116
H 3.746 2.150 1.086 0.120
H 5.877 0.031 -4.314 0.081
H -6.087 -2.080 -5.314 0.081
H -1.781 -3.233 3.382 0.108
H 3.808 -0.754 2.099 0.117
H -6.853 -0.539 -4.948 0.089
H -4.878 3.039 4.254 0.079
H 5.892 -1.610 3.300 0.076
H -0.231 -0.811 -1.915 0.153
H 6.775 -1.193 1.820 0.076
H -4.289 1.396 -1.372 0.107
H -2.250 0.882 2.643 0.102
H -3.225 3.478 4.053 0.070
H 0.405 2.282 -0.859 0.155
H 1.636 -0.956 -2.574 0.110
H -7.003 -1.853 -3.779 0.090
H -4.676 1.285 2.485 0.117
H -4.351 2.898 1.868 0.111
H 6.097 1.785 -3.934 0.090
H -1.682 -1.209 -3.647 0.106
H -1.491 -5.548 1.382 0.076
H 2.931 1.535 2.561 0.121
H 4.687 -0.142 0.722 0.121
H -1.942 -2.381 1.046 0.120
H 6.102 1.224 2.205 0.112
H -3.631 1.879 4.636 0.077
H -0.643 -0.938 2.710 0.111
H -1.973 1.782 -1.190 0.123
H -0.272 -4.046 2.986 0.111
H -1.011 2.859 2.773 0.126
H 3.785 -0.962 -3.810 0.119
H -6.240 0.409 -2.546 0.119
H 4.979 2.649 -1.783 0.121
H -3.023 -4.720 1.740 0.077
H -1.945 3.641 1.427 0.139
H -2.191 -5.619 3.008 0.074
H 0.854 -1.720 2.118 0.124
H -2.808 1.145 0.996 0.105
H 5.156 0.746 3.599 0.113
H 6.682 0.536 -2.825 0.088
H 7.327 -0.558 3.348 0.076
H 2.710 2.961 -0.952 0.129
H -0.447 -3.214 0.634 0.123
```

***

No. 3
C29H45AsIN6O6PS2Tl | ωB97M-V/def2-TZVPD

Properties
* gap between HOMO and LUMO: 8.5 eV
* relative energy (zero: lowest compared OMol25 entry of this formula, charge and spin): 8.56 kcal per mole
* E_HOMO: -10.753 eV
* net charge: +1
* 2S+1: 1

The geometry in XYZ format:
```
92
Properties=species:S:1:pos:R:3:lowdin_charge:R:1
Tl 0.848 -0.203 -0.894 0.864
I 5.851 1.385 -5.552 0.836
As 2.378 -3.290 0.158 1.017
S 3.070 0.416 0.541 0.734
S -2.609 -1.944 -3.842 1.142
P -1.378 -0.154 1.555 0.276
O -1.106 0.977 2.680 -0.185
O -2.341 -1.185 1.958 -0.235
O 1.653 -2.250 -0.931 -0.559
O 3.120 -0.218 -2.692 -0.045
O 0.006 -0.626 1.088 -0.391
O -1.834 0.805 0.359 -0.218
N -1.152 -1.546 -1.766 0.060
N 3.414 2.354 2.397 0.038
N 0.552 2.442 0.467 0.132
N 2.837 0.287 -4.870 0.176
N 1.606 2.631 1.344 -0.065
N 2.862 3.485 2.928 0.142
C -0.876 0.243 -3.366 -0.255
C -3.366 -5.011 -1.310 -0.073
C -2.799 2.878 -0.235 -0.018
C 1.895 -2.975 1.986 -0.183
C -0.821 2.100 -4.905 -0.062
C -1.345 0.878 -4.516 -0.043
C -1.774 -3.465 -0.342 -0.015
C 1.837 -5.061 -0.325 -0.179
C -2.538 -4.609 -0.253 -0.064
C 0.777 4.735 2.456 0.012
C 0.842 0.569 4.066 -0.012
C -4.003 1.412 1.407 -0.026
C 4.915 0.916 -3.698 -0.557
C 0.177 2.699 -4.150 -0.070
C 4.283 -3.176 -0.010 -0.187
C -1.099 1.959 4.828 -0.016
C -3.461 -4.267 -2.468 -0.078
C -0.675 0.721 4.055 -0.601
C -2.693 -3.109 -2.557 -0.445
C -3.136 1.447 0.158 -0.590
C -1.347 -0.517 4.628 -0.034
C -3.802 0.705 -0.990 -0.004
C 1.757 3.640 2.278 -0.330
C 2.682 1.798 1.428 -0.714
C 0.654 2.066 -3.008 -0.132
C 0.133 0.845 -2.612 -0.210
C 3.545 0.266 -3.732 -0.627
C -1.843 -2.717 -1.517 -0.281
C -1.455 -1.038 -2.913 -0.542
H 4.555 -3.398 -1.040 0.051
H 1.178 0.248 5.053 0.100
H -2.129 2.883 -1.099 0.083
H 1.324 1.521 3.847 0.060
H 2.630 -2.315 2.444 0.038
H 1.860 -3.925 2.518 0.050
H 0.990 5.250 3.389 0.097
H -3.939 -0.345 -0.726 0.099
H -2.135 0.423 -5.103 0.099
H -0.683 1.936 5.836 0.097
H -2.428 -0.463 4.511 0.093
H -3.186 0.770 -1.887 0.072
H -2.320 3.396 0.601 0.080
H -2.185 2.016 4.901 0.093
H 2.061 -5.212 -1.379 0.051
H -4.777 1.142 -1.210 0.099
H -0.277 2.166 0.993 0.065
H -4.203 0.388 1.718 0.084
H -1.196 2.587 -5.796 0.112
H -2.520 -5.195 0.657 0.110
H 4.757 -3.888 0.665 0.049
H 0.923 -2.484 1.989 0.015
H 0.763 -5.148 -0.170 0.033
H -4.117 -4.570 -3.273 0.112
H 1.451 2.527 -2.435 0.101
H 4.597 -2.163 0.239 0.017
H 3.217 0.656 -5.725 0.032
H 0.842 5.455 1.638 0.094
H 5.583 0.259 -3.151 0.053
H -3.704 3.426 -0.497 0.098
H 2.367 -5.796 0.279 0.048
H 1.158 -0.168 3.327 0.067
H 0.375 3.296 -0.048 0.116
H -3.955 -5.913 -1.210 0.109
H 4.291 2.008 2.745 0.162
H -1.005 -1.428 4.141 0.081
H -1.106 -0.576 5.691 0.096
H -0.238 4.339 2.487 0.074
H 1.910 -0.106 -4.861 0.116
H -0.735 2.858 4.329 0.068
H 4.826 1.851 -3.149 0.055
H 0.590 3.652 -4.454 0.110
H -3.525 1.943 2.231 0.083
H -4.950 1.905 1.185 0.097
H -1.177 -3.107 0.486 0.097
```

***

No. 4
C29H45AuBO2P2 | ωB97M-V/def2-TZVPD

Properties
* gap between HOMO and LUMO (alpha / beta): 5.4 / 5.5 eV
* E_HOMO (alpha / beta): -9.064 / -8.961 eV
* net charge: +1
* 2S+1: 3

The geometry in XYZ format:
```
80
Properties=species:S:1:pos:R:3:lowdin_charge:R:1
Au -1.099 1.634 -2.580 1.184
P -3.740 -0.688 -3.000 0.952
P 0.493 5.175 -4.373 0.947
O 0.499 -0.713 -3.620 0.103
O -0.665 -1.211 -1.591 0.080
C -2.192 1.894 -5.330 -0.187
C -0.635 -0.670 2.528 -0.195
C -3.729 1.206 -3.238 -0.392
C 1.012 5.069 -2.597 -0.334
C 1.230 -1.527 -2.826 -0.217
C -5.165 -1.504 -3.730 -0.160
C 0.741 -2.852 2.678 -0.047
C 0.944 -2.885 -0.815 -0.010
C 0.555 -1.427 2.351 -0.215
C -2.149 -1.148 -3.746 -0.148
C 0.510 -1.871 -1.659 -0.219
C 2.218 -3.421 -1.024 -0.089
C -1.169 3.979 -4.196 -0.454
C 1.008 0.746 1.768 -0.215
C -1.279 1.817 2.321 -0.038
C 2.946 -3.059 -2.161 -0.080
C -1.095 2.480 -4.416 -0.365
C -1.988 4.491 -3.009 -0.251
C -3.691 -1.144 -1.263 -0.157
C 1.554 -0.561 1.827 -0.168
C 2.907 -0.958 1.400 -0.004
C 2.445 -2.149 -3.094 0.011
C -3.252 3.683 -2.625 -0.186
C -3.588 1.600 -4.752 -0.185
C -3.009 2.193 -2.322 -0.377
C 1.752 1.949 1.348 -0.057
C -0.352 0.677 2.182 -0.192
C 1.723 3.924 -4.925 -0.332
C -1.928 -1.184 3.027 -0.042
B -0.830 -0.612 -2.944 -0.643
H 0.276 -3.226 -0.030 0.106
H -0.103 -3.233 3.262 0.079
H -2.109 -2.247 -3.717 0.109
H 3.594 -0.105 1.452 0.083
H -1.439 2.086 3.377 0.101
H -3.088 -0.437 -0.681 0.060
H -2.351 2.586 -6.179 0.127
H 2.974 -1.917 -4.019 0.125
H 3.917 -3.531 -2.327 0.112
H -1.983 -1.135 4.126 0.098
H -2.766 -0.597 2.625 0.070
H 0.838 -3.475 1.782 0.053
H -3.244 -2.143 -1.179 0.081
H -4.813 1.317 -3.030 0.117
H -6.060 -1.254 -3.142 0.073
H 1.656 -3.002 3.265 0.088
H -4.070 3.834 -3.349 0.114
H -3.215 1.993 -1.264 0.082
H -0.893 2.705 1.808 0.068
H -4.719 -1.179 -0.874 0.073
H -0.133 2.182 -4.845 0.062
H 2.752 1.963 1.801 0.081
H 2.712 4.247 -4.566 0.041
H -4.061 0.808 -5.366 0.106
H 1.228 2.858 1.657 0.069
H 1.746 3.924 -6.015 0.033
H 2.622 -4.122 -0.291 0.116
H 2.895 -1.315 0.359 0.078
H 3.298 -1.775 2.022 0.091
H 1.507 2.926 -4.533 0.019
H -2.263 1.579 1.898 0.069
H 0.653 5.964 -2.081 0.034
H -1.336 4.515 -2.117 0.076
H -5.323 -1.194 -4.773 0.067
H -2.120 -0.835 -4.801 0.085
H -3.620 4.165 -1.696 0.122
H -5.017 -2.598 -3.698 0.082
H -1.779 0.978 -5.792 0.103
H -4.209 2.502 -4.925 0.115
H 0.600 4.173 -2.112 0.011
H -2.068 -2.233 2.735 0.077
H -2.285 5.541 -3.206 0.126
H 1.891 1.991 0.257 0.076
H 2.108 5.031 -2.538 0.038
H -1.601 4.455 -5.109 0.086
```

***

No. 5
C29H45ClF9OPW | ωB97M-V/def2-TZVPD

Properties
* gap between HOMO and LUMO (alpha / beta): 7.5 / 6.7 eV
* E_HOMO (alpha / beta): -8.156 / -8.360 eV
* 2S+1: 3

The geometry in XYZ format:
```
87
Properties=species:S:1:pos:R:3:lowdin_charge:R:1
W -1.689 -0.527 1.463 1.025
Cl -3.942 -0.795 1.473 0.159
P -0.721 0.221 -0.707 1.073
F 1.788 1.173 4.875 0.128
F 3.594 -1.910 2.609 0.124
F 2.564 2.862 2.893 0.122
F 5.197 -0.542 3.242 0.125
F 2.248 -0.964 4.728 0.113
F 3.854 0.477 5.152 0.125
F 3.792 2.114 1.252 0.120
F 4.631 2.214 3.278 0.128
F 4.481 -0.528 1.176 0.120
O 1.867 0.255 2.113 -0.121
C 0.270 4.296 -0.301 -0.183
C -2.261 -0.443 -1.574 -0.455
C -1.766 -2.220 4.638 -0.190
C -1.911 -0.728 4.318 -0.238
C -0.012 2.373 -2.540 -0.210
C -0.453 -3.020 2.549 -0.245
C -0.142 3.881 -2.808 -0.187
C 3.240 -0.887 -1.575 -0.189
C -3.637 -2.485 -2.094 -0.193
C -1.194 1.045 2.584 -0.250
C -0.915 -0.306 3.292 -0.416
C 1.794 -1.771 -3.478 -0.191
C -3.963 -0.316 -3.442 -0.188
C -2.255 -1.981 -1.650 -0.217
C 0.385 2.775 -0.112 -0.205
C 2.717 0.286 4.423 -0.472
C 4.075 -0.644 2.472 -0.471
C 3.502 1.927 2.572 -0.473
C 3.165 -1.232 -3.066 -0.198
C 2.056 -0.039 -1.092 -0.205
C 0.667 -0.832 -3.037 -0.201
C -2.615 0.208 -2.921 -0.202
C -4.115 -1.844 -3.402 -0.196
C -0.382 -1.967 1.493 -0.213
C -1.782 -3.043 3.333 -0.220
C 0.725 -0.663 -1.511 -0.397
C 2.931 0.442 2.829 -0.380
C 0.543 4.745 -1.740 -0.198
C -0.502 2.041 -1.123 -0.393
H 0.227 5.785 -1.863 0.107
H -1.830 0.023 -3.672 0.101
H -3.611 -3.575 -2.211 0.114
H 0.284 4.106 -3.793 0.113
H -3.556 -2.284 -4.240 0.114
H 1.437 2.468 -0.225 0.107
H -0.287 1.632 2.455 0.039
H -1.538 2.415 -1.015 0.121
H -2.609 -2.530 5.276 0.112
H -1.793 -0.100 5.221 0.134
H 0.662 -1.666 -1.055 0.094
H 0.415 -2.934 3.232 0.131
H -0.325 -4.021 2.084 0.120
H 2.115 0.086 0.008 0.087
H -0.575 1.821 -3.306 0.089
H 0.482 -2.049 0.834 0.050
H -2.623 -2.713 2.697 0.049
H 1.634 -2.754 -3.011 0.118
H 1.628 4.729 -1.912 0.115
H 1.753 -1.911 -4.564 0.112
H -0.843 -2.396 5.214 0.121
H -4.367 -2.273 -1.299 0.100
H -2.680 1.301 -2.809 0.107
H -0.748 4.600 -0.013 0.115
H -2.005 -2.446 -0.684 0.084
H -4.763 0.130 -2.835 0.116
H 0.960 4.799 0.389 0.116
H -3.074 -0.158 -0.882 0.038
H 1.043 2.078 -2.645 0.104
H -1.484 -2.333 -2.352 0.108
H 0.137 -0.474 3.498 0.083
H -5.170 -2.098 -3.565 0.111
H -4.114 0.036 -4.469 0.112
H 0.790 0.145 -3.529 0.105
H 0.118 2.515 0.919 0.074
H 4.170 -0.342 -1.368 0.112
H -2.019 1.605 3.032 0.078
H -1.982 -4.094 3.615 0.115
H 2.146 0.968 -1.532 0.099
H 3.938 -1.969 -3.305 0.109
H -0.299 -1.234 -3.366 0.080
H -2.928 -0.524 3.941 0.072
H 3.270 -1.814 -0.981 0.119
H -1.212 4.133 -2.850 0.114
H 3.395 -0.331 -3.651 0.115
```

***

Which value of 2S+1 does entry 5 give?
3

***

Number 5 is which compound?
C29H45ClF9OPW